DFT (the ωB97M-V functional and the def2-TZVPD basis) results for C11H7IrN2O6 as an isolated structure in a non-equilibrium geometry.

```
27
Properties=species:S:1:pos:R:3:forces:R:3
Ir 1.45998 -2.17193 -0.62965 1.47 -2.27 -1.45
O 0.34584 -1.11641 2.09882 1.42 -1.38 -3.29
O -1.30240 -2.96450 -1.82534 3.83 0.72 1.99
O 4.39174 -2.38358 0.37767 -4.14 -0.32 -1.27
O 1.00216 3.72246 0.73107 3.22 0.65 -0.74
O 1.83975 0.30106 -2.43779 -0.50 -3.22 2.00
O 2.37851 -6.64551 -2.68233 -0.56 2.20 1.42
N -0.68783 0.08117 -0.32058 0.40 1.53 0.21
N -0.81052 4.27952 1.99771 1.58 0.68 -0.61
C 2.13759 -5.70279 -2.08407 0.56 -2.27 -1.41
C -0.28136 -2.72653 -1.32702 -4.32 -0.79 -2.50
C -0.88687 2.28999 0.63705 0.60 2.65 1.41
C -0.11715 3.47378 1.13998 -6.12 -1.88 0.77
C 0.74824 -1.50053 1.08288 -1.53 1.46 4.25
C -2.27752 2.12591 0.73264 -1.27 -0.24 0.11
C -0.13431 1.23660 0.04563 0.91 -2.84 -1.59
C 3.28660 -2.38648 0.03214 4.87 0.62 1.40
C -1.99036 -0.11429 -0.11364 1.72 -2.37 -1.17
C 1.69188 -0.64517 -1.78830 0.64 3.68 -2.05
C -2.83561 0.90129 0.36702 -0.75 2.91 1.06
H -3.89369 0.68153 0.40981 -0.11 0.37 0.14
H 0.95175 1.37106 -0.09370 -0.61 -0.15 -0.11
H -2.35438 -1.12236 -0.33972 -0.11 0.52 0.16
H -0.31094 5.03546 2.45085 -0.05 0.13 -0.02
H 2.16855 -2.90760 -1.99113 -0.74 0.45 0.98
H -2.91210 2.95629 1.05097 0.06 -0.37 -0.13
H -1.60754 3.93156 2.47904 -0.45 -0.47 0.43
```
Forces are in eV/Å.

The multiplicity is 5. For the lowest unoccupied orbital energy (alpha / beta), the calculation gives -7.229 / -11.561 eV. The value obtained for the energy relative to the best compared isomer or geometry (same formula, charge and spin) is 0.0000 eV. The value obtained for the electronic energy is -1087.8378 Ha. As for the net charge: +2. For the largest force on an atom, the calculation gives 6.4 eV Å⁻¹.

Population analysis type Löwdin, resulting atomic charges in e:
1. Ir 1.08
2. O 0.17
3. O 0.18
4. O 0.20
5. O 0.35
6. O 0.19
7. O 0.06
8. N 0.02
9. N 0.27
10. C 0.00
11. C -0.24
12. C -0.06
13. C -0.37
14. C -0.23
15. C 0.03
16. C -0.04
17. C -0.23
18. C -0.07
19. C -0.26
20. C 0.08
21. H 0.15
22. H 0.13
23. H 0.13
24. H 0.16
25. H 0.04
26. H 0.14
27. H 0.12

***

DFT (the ωB97M-V functional and the def2-TZVPD basis) results for C38H32CuN7OSb as an isolated structure.

```
80
Properties=species:S:1:pos:R:3:forces:R:3
Sb -0.27832 -2.03257 0.53767 -0.14 -0.14 0.00
Cu -0.76076 0.94705 -1.75140 0.15 -0.34 0.15
O 4.77676 2.55599 1.16238 -0.02 0.03 0.01
N 2.73718 3.42825 1.58955 0.03 -0.09 0.00
N -2.25779 2.14913 -1.03850 0.30 0.30 0.07
N 1.24261 4.96685 -2.48586 -0.05 0.02 0.02
N -2.41182 -0.26789 -2.12093 -0.23 0.10 -0.17
N -0.21651 3.16822 -2.16167 -0.17 0.15 0.10
N -2.04138 3.46443 -0.70194 -0.08 -0.26 -0.04
N 1.12638 0.60118 -1.16144 0.50 0.13 -0.28
C -4.10794 -4.06191 2.88929 0.04 0.01 -0.02
C 2.98743 1.64924 -0.07654 -0.04 0.05 0.09
C 0.46044 7.80029 -0.28125 -0.02 0.02 0.02
C -2.83642 -4.29137 3.40128 -0.01 0.03 -0.03
C 3.58180 2.56854 0.95942 -0.02 0.03 0.04
C 3.53381 -1.20987 2.47659 -0.07 -0.01 -0.02
C -4.26583 -3.26149 1.76675 0.09 0.03 -0.01
C -4.84507 -1.59814 -2.25274 -0.13 -0.03 0.00
C 1.63552 1.39727 -0.21159 -0.17 -0.08 0.01
C 0.61726 5.77316 -1.53133 0.11 0.05 -0.07
C -1.86430 -2.92116 1.66190 -0.15 0.00 0.01
C 3.35857 0.16000 -1.90820 -0.07 -0.09 -0.02
C 0.94556 -1.62063 3.41260 0.06 0.10 -0.07
C -2.48395 -1.53065 -2.54092 0.07 0.06 0.09
C 0.59897 -3.83951 -0.21727 0.06 -0.04 0.01
C -3.67592 -2.23182 -2.62951 0.05 -0.06 -0.02
C -1.11994 6.03110 0.10549 -0.06 0.04 0.07
C -1.72257 -3.72773 2.79185 -0.04 -0.01 -0.07
C 1.97971 -1.35166 4.30573 -0.02 0.00 -0.08
C -3.55335 0.34139 -1.74373 0.08 0.18 0.03
C 1.52324 -6.05074 0.10306 -0.01 0.05 -0.01
C -4.78246 -0.29100 -1.79848 -0.12 0.01 0.07
C 0.79516 -3.98261 -1.59004 0.01 -0.05 0.05
C 1.34441 -5.14842 -2.11840 -0.02 0.05 0.06
C 3.86282 1.01220 -0.94464 0.14 -0.03 -0.04
C -0.96125 3.91789 -1.23740 0.25 0.15 -0.11
C -3.15052 -2.69101 1.16191 0.06 -0.04 0.10
C 0.80995 3.72143 -2.72219 -0.01 -0.01 0.12
C 3.27108 -1.14820 3.84065 -0.03 0.00 -0.03
C 0.97747 -4.88575 0.62544 0.06 0.00 -0.12
C 1.19969 -1.70233 2.04467 0.13 0.02 0.01
C -0.49013 5.25607 -0.87103 -0.09 -0.07 -0.04
C 1.98479 -0.01465 -1.98677 -0.02 0.02 0.15
C 2.50398 -1.48498 1.58624 -0.06 -0.05 0.14
C -3.42733 1.74831 -1.29275 -0.42 -0.33 -0.13
C -0.64880 7.29173 0.40105 0.03 0.01 -0.03
C 1.09704 7.04793 -1.24524 0.06 0.04 -0.01
C 1.70337 -6.18485 -1.26985 -0.02 0.02 0.03
H -5.25556 -3.07679 1.36463 0.04 -0.01 0.02
H 4.01285 -0.36958 -2.58801 -0.04 0.02 0.01
H 0.86153 -4.79158 1.69865 -0.02 0.00 0.00
H -5.79500 -2.11428 -2.30899 0.03 0.01 0.01
H 4.07242 -0.93947 4.53807 -0.01 -0.01 -0.02
H 2.03999 5.32322 -2.98723 0.02 -0.02 -0.01
H -0.74224 -3.92830 3.20867 -0.01 0.02 -0.03
H -4.97260 -4.50627 3.36644 0.02 0.01 -0.01
H -3.28889 -2.05836 0.28691 0.02 -0.05 0.09
H 4.54038 -1.04759 2.11008 -0.02 0.00 0.00
H 4.92545 1.19002 -0.83307 -0.04 0.00 0.00
H 1.95984 7.43713 -1.77459 -0.04 -0.02 0.03
H -1.54604 -2.00150 -2.80636 -0.01 0.02 -0.05
H -2.71068 -4.91380 4.27877 -0.01 0.01 -0.02
H 1.77299 -1.30069 5.36714 0.00 0.00 0.00
H -5.67209 0.23587 -1.47738 0.02 -0.01 -0.03
H -3.67718 -3.25186 -2.98784 0.01 0.02 0.01
H 0.82578 8.79352 -0.05430 -0.01 -0.03 0.00
H 3.12219 3.96810 2.34717 0.02 0.00 0.00
H 0.52221 -3.17586 -2.26514 -0.01 -0.01 0.01
H 2.72642 -1.54572 0.52245 -0.01 -0.03 0.06
H -0.06090 -1.75221 3.79276 0.02 -0.03 -0.01
H 1.81267 -6.85594 0.76785 -0.01 0.03 -0.02
H 1.73814 3.36008 1.52676 0.01 -0.01 -0.02
H 1.54700 -0.67913 -2.72262 0.01 0.05 -0.01
H -1.14065 7.89085 1.15593 0.02 -0.01 -0.03
H 0.90203 1.81836 0.46849 0.01 0.04 -0.07
H 2.12601 -7.09607 -1.67518 -0.01 0.03 0.02
H 1.39353 3.14679 -3.43462 -0.03 0.00 -0.01
H -1.98435 5.62230 0.61206 0.03 0.01 -0.02
H -4.29924 2.39782 -1.24200 0.01 -0.04 0.05
H 1.49143 -5.24579 -3.18743 -0.01 0.01 0.03
```
Forces are in eV/Å.

For the lowest unoccupied orbital energy, the calculation gives -3.006 eV. The value obtained for the energy relative to the best compared isomer or geometry (same formula, charge and spin) is 0.3171 eV. The value obtained for the electronic energy is -3806.3564 Ha. As for the net charge: +1. For the largest force on an atom, the calculation gives 0.6 eV Å⁻¹.

Population analysis type Löwdin, resulting atomic charges in e:
1. Sb 1.53
2. Cu 0.30
3. O 0.08
4. N 0.19
5. N -0.05
6. N 0.13
7. N 0.05
8. N 0.10
9. N 0.10
10. N -0.04
11. C -0.08
12. C -0.11
13. C -0.05
14. C -0.08
15. C -0.49
16. C -0.08
17. C -0.09
18. C -0.04
19. C -0.09
20. C -0.18
21. C -0.38
22. C -0.02
23. C -0.13
24. C -0.13
25. C -0.38
26. C -0.04
27. C -0.01
28. C -0.13
29. C -0.08
30. C -0.24
31. C -0.08
32. C -0.01
33. C -0.16
34. C -0.09
35. C 0.02
36. C -0.27
37. C -0.15
38. C -0.13
39. C -0.08
40. C -0.12
41. C -0.40
42. C -0.09
43. C -0.12
44. C -0.15
45. C -0.04
46. C -0.06
47. C -0.01
48. C -0.08
49. H 0.10
50. H 0.12
51. H 0.09
52. H 0.12
53. H 0.11
54. H 0.16
55. H 0.09
56. H 0.11
57. H 0.06
58. H 0.11
59. H 0.13
60. H 0.12
61. H 0.10
62. H 0.11
63. H 0.11
64. H 0.12
65. H 0.12
66. H 0.12
67. H 0.12
68. H 0.06
69. H 0.09
70. H 0.09
71. H 0.11
72. H 0.09
73. H 0.11
74. H 0.11
75. H 0.12
76. H 0.11
77. H 0.14
78. H 0.12
79. H 0.14
80. H 0.10

***

DFT (the ωB97M-V functional and the def2-TZVPD basis) results for a 2-piece molecular cluster, C3H7ClS overall in a non-equilibrium geometry.

```
12
Properties=species:S:1:pos:R:3:forces:R:3
Cl 3.11494 0.84113 -2.04369 0.90 0.35 -0.90
S -1.66900 0.37682 -0.60833 0.36 1.17 1.21
C -3.09463 -0.27850 0.35054 0.61 -0.92 -2.91
C 2.35630 0.38116 -0.61701 -1.23 -0.50 0.98
C 2.91092 -0.22622 0.41563 -0.64 -0.79 -1.02
H -1.29083 1.03390 0.53284 0.43 -0.10 -1.04
H 2.32267 -0.72729 1.17586 -0.03 0.53 0.10
H -3.13177 0.24051 1.26500 -0.67 0.48 0.86
H -2.74112 -1.29133 0.44221 -0.81 -0.55 0.64
H -3.92692 -0.20574 -0.38136 0.08 -0.07 1.24
H 1.29981 0.48677 -0.70454 -0.66 0.50 0.24
H 3.84961 -0.63121 0.17284 1.65 -0.11 0.60
```
Forces are in eV/Å.

For the lowest unoccupied orbital energy, the calculation gives 0.746 eV. The value obtained for the energy relative to the best compared isomer or geometry (same formula, charge and spin) is 1.6085 eV. The SMILES is C=CCl.CS. The value obtained for the electronic energy is -976.8149 Ha. For the largest force on an atom, the calculation gives 3.1 eV Å⁻¹.

Population analysis type Löwdin, resulting atomic charges in e:
1. Cl 0.64
2. S 0.59
3. C -0.46
4. C -0.70
5. C -0.07
6. H -0.13
7. H 0.06
8. H 0.01
9. H 0.00
10. H 0.03
11. H 0.00
12. H 0.03

***

- largest force on an atom of number 3 (C3H7ClS)?
  3.1 eV Å⁻¹

***

- Which of these has the highest energy relative to the best compared isomer or geometry (same formula, charge and spin)?
  C3H7ClS

***

- Which value of largest force on an atom does entry 3 give?
  3.1 eV Å⁻¹